{
  "formula": "C3H5NO2",
  "method": "ωB97M-V/def2-TZVPD",
  "smiles": "NC(=O)CC=O",
  "orbital_gap_ev": 10.7,
  "total_energy_ev": -8777.256,
  "lumo_energy_ha": 0.026,
  "fmax_ev_per_a": 0.5,
  "multiplicity": 1,
  "mol_weight_g_mol": 87.078,
  "elements": ["N", "C", "O", "C", "C", "O", "H", "H", "H", "H", "H"],
  "coordinates": [[0.811, 1.561, 0.515], [0.799, 0.377, -0.159], [1.483, 0.182, -1.147], [-0.111, -0.722, 0.370], [-1.208, -1.033, -0.632], [-2.324, -1.361, -0.318], [0.102, 1.822, 1.182], [1.370, 2.296, 0.108], [-0.547, -0.551, 1.358], [0.521, -1.618, 0.417], [-0.897, -0.954, -1.693]]
}



{
  "formula": "C19H31BBrF3O19S4",
  "method": "ωB97M-V/def2-TZVPD",
  "smiles": "CCC(=O)OCCB(CCC(F)=C(F)F)CC(=O)Br.O=S1(=O)OCCO1.O=S1(=O)OCCO1.O=S1(=O)OCCO1.O=S1(=O)OCCO1",
  "orbital_gap_ev": 9.9,
  "total_energy_ev": -181315.740,
  "lumo_energy_ha": 0.012,
  "fmax_ev_per_a": 1.4,
  "multiplicity": 1,
  "mol_weight_g_mol": 839.416,
  "elements": ["C", "C", "C", "O", "O", "C", "C", "B", "C", "C", "C", "F", "C", "F", "F", "C", "C", "O", "Br", "H", "H", "H", "H", "H", "H", "H", "H", "H", "H", "H", "H", "H", "H", "H", "O", "S", "O", "O", "C", "C", "O", "H", "H", "H", "H", "O", "S", "O", "O", "C", "C", "O", "H", "H", "H", "H", "O", "S", "O", "O", "C", "C", "O", "H", "H", "H", "H", "O", "S", "O", "O", "C", "C", "O", "H", "H", "H", "H"],
  "coordinates": [[2.446, -0.428, 1.955], [3.133, 0.153, 0.702], [2.804, 1.599, 0.365], [3.533, 2.279, -0.302], [1.642, 2.115, 0.862], [0.460, 1.465, 0.310], [-0.763, 2.101, 0.960], [-1.909, 1.146, 1.443], [-3.373, 1.725, 1.584], [-4.551, 0.773, 1.335], [-4.681, 0.388, -0.111], [-4.119, 1.207, -1.017], [-5.305, -0.693, -0.539], [-6.251, -1.280, 0.163], [-5.066, -1.342, -1.659], [-1.610, -0.357, 1.886], [-1.303, -1.384, 0.832], [-0.897, -2.479, 1.051], [-1.584, -0.849, -1.014], [3.180, -0.742, 2.696], [1.795, 0.314, 2.421], [1.812, -1.281, 1.701], [4.212, 0.081, 0.788], [2.849, -0.443, -0.170], [0.558, 0.398, 0.518], [0.480, 1.660, -0.759], [-1.191, 2.838, 0.274], [-0.409, 2.674, 1.829], [-3.479, 2.629, 0.983], [-3.424, 2.025, 2.643], [-4.526, -0.117, 1.964], [-5.471, 1.306, 1.608], [-2.430, -0.796, 2.467], [-0.747, -0.351, 2.566], [0.638, 3.302, -2.682], [1.122, 2.154, -3.358], [0.976, 0.855, -2.802], [2.640, 2.395, -3.763], [2.820, 2.233, -5.177], [1.484, 2.637, -5.768], [0.526, 2.106, -4.840], [3.051, 1.186, -5.381], [3.640, 2.862, -5.512], [1.306, 2.216, -6.753], [1.370, 3.722, -5.805], [-1.797, -0.754, 5.647], [-0.833, -1.622, 6.229], [-0.458, -1.500, 7.589], [0.467, -1.600, 5.300], [0.793, -2.925, 4.852], [-0.546, -3.630, 4.793], [-1.250, -3.135, 5.946], [1.461, -3.384, 5.583], [1.286, -2.871, 3.885], [-0.463, -4.711, 4.856], [-1.104, -3.356, 3.895], [-7.080, 1.591, -6.813], [-6.548, 2.242, -5.670], [-6.553, 3.655, -5.566], [-5.073, 1.683, -5.420], [-4.957, 1.134, -4.098], [-6.353, 0.638, -3.781], [-7.211, 1.640, -4.348], [-4.650, 1.926, -3.415], [-4.215, 0.340, -4.094], [-6.542, 0.555, -2.716], [-6.564, -0.316, -4.267], [5.994, -4.231, 0.179], [6.137, -2.952, 0.773], [5.013, -2.109, 0.974], [7.274, -2.155, -0.013], [8.310, -1.732, 0.885], [8.306, -2.787, 1.973], [6.914, -3.079, 2.162], [8.051, -0.747, 1.276], [9.253, -1.677, 0.349], [8.733, -2.436, 2.908], [8.814, -3.699, 1.655]]
}



{
  "formula": "C18H30CdFO12P2",
  "method": "ωB97M-V/def2-TZVPD",
  "orbital_gap_ev": 4.4,
  "total_energy_ev": -69580.765,
  "lumo_energy_ha": -0.191,
  "fmax_ev_per_a": 2.3,
  "multiplicity": 1,
  "mol_weight_g_mol": 631.784,
  "charge": 1,
  "elements": ["Cd", "F", "C", "C", "C", "C", "C", "C", "O", "O", "H", "H", "H", "H", "H", "H", "C", "C", "C", "C", "C", "C", "O", "O", "H", "H", "H", "H", "H", "H", "C", "O", "P", "O", "O", "C", "O", "C", "H", "H", "H", "H", "H", "H", "H", "H", "H", "C", "O", "P", "O", "O", "C", "O", "C", "H", "H", "H", "H", "H", "H", "H", "H", "H"],
  "coordinates": [[1.306, -18.658, 19.844], [0.212, -17.405, 21.048], [-0.498, -19.168, 26.586], [-0.321, -18.029, 25.805], [-0.265, -18.142, 24.415], [-0.553, -19.345, 23.784], [-0.628, -20.489, 24.576], [-0.575, -20.402, 25.966], [-0.691, -21.580, 26.640], [-0.173, -16.974, 23.695], [-0.587, -19.025, 27.656], [-0.276, -17.055, 26.270], [-0.739, -19.470, 22.725], [-0.847, -21.428, 24.086], [-0.707, -21.494, 27.596], [0.002, -17.266, 22.784], [-4.629, -16.142, 20.980], [-3.259, -16.061, 21.062], [-2.551, -15.171, 20.223], [-3.204, -14.398, 19.275], [-4.600, -14.533, 19.181], [-5.296, -15.390, 20.026], [-6.651, -15.537, 19.943], [-1.195, -15.064, 20.424], [-5.255, -16.686, 21.677], [-2.708, -16.791, 21.644], [-2.668, -13.748, 18.601], [-5.112, -14.027, 18.371], [-7.016, -15.045, 19.203], [-0.878, -15.928, 20.724], [2.138, -14.481, 21.104], [3.430, -15.032, 20.793], [3.643, -16.032, 19.582], [2.600, -17.075, 19.461], [3.871, -15.113, 18.298], [4.376, -15.724, 17.116], [5.039, -16.658, 19.876], [6.117, -15.872, 20.383], [1.889, -14.719, 22.136], [1.349, -14.808, 20.427], [2.173, -13.393, 21.031], [4.828, -16.708, 17.233], [5.132, -15.086, 16.655], [3.605, -15.784, 16.345], [6.100, -14.859, 19.979], [7.068, -16.334, 20.128], [6.127, -15.766, 21.468], [-1.907, -18.693, 14.943], [-1.062, -18.962, 16.085], [-0.952, -17.902, 17.253], [-0.221, -18.508, 18.395], [-0.215, -16.665, 16.566], [0.103, -15.541, 17.401], [-2.421, -17.355, 17.495], [-3.426, -18.182, 18.098], [-1.311, -19.062, 14.108], [-2.165, -17.643, 14.849], [-2.814, -19.299, 14.919], [1.047, -15.111, 17.065], [0.076, -15.788, 18.461], [-0.591, -14.705, 17.276], [-4.354, -17.995, 17.551], [-3.742, -17.800, 19.075], [-3.110, -19.218, 18.179]]
}